1.
{
  "formula": "C18H28FKN4O2SSi",
  "method": "ωB97M-V/def2-TZVPD",
  "symbols": ["K", "C", "Si", "C", "C", "N", "C", "C", "C", "C", "C", "C", "F", "H", "H", "H", "H", "H", "H", "H", "H", "H", "H", "H", "H", "H", "C", "N", "C", "C", "C", "N", "C", "O", "N", "H", "H", "H", "H", "H", "H", "H", "O", "S", "C", "C", "C", "C", "H", "H", "H", "H", "H", "H", "H", "H"],
  "coordinates": [[0.330, 0.824, 0.528], [-0.014, 4.044, 1.064], [-1.840, 3.605, 1.286], [-2.841, 4.985, 0.480], [-2.185, 3.728, 3.138], [-2.016, 2.060, 0.613], [-3.123, 1.296, 0.616], [-4.404, 1.626, 1.133], [-5.484, 0.758, 1.099], [-5.381, -0.512, 0.547], [-4.148, -0.891, 0.021], [-3.102, -0.009, 0.066], [-1.894, -0.441, -0.469], [0.194, 5.083, 1.334], [0.294, 3.924, 0.020], [0.634, 3.428, 1.699], [-2.613, 5.943, 0.957], [-3.914, 4.810, 0.591], [-2.631, 5.082, -0.587], [-1.893, 4.719, 3.502], [-1.626, 2.985, 3.712], [-3.245, 3.597, 3.365], [-4.541, 2.608, 1.572], [-6.428, 1.090, 1.516], [-6.222, -1.190, 0.523], [-3.990, -1.866, -0.424], [3.551, -0.226, 4.908], [3.710, -0.449, 3.478], [4.801, -1.052, 2.955], [4.932, -1.249, 1.627], [3.858, -0.784, 0.801], [2.790, -0.195, 1.303], [2.670, -0.004, 2.643], [1.697, 0.537, 3.152], [3.915, -0.941, -0.529], [4.411, -0.643, 5.427], [2.638, -0.703, 5.259], [3.474, 0.840, 5.115], [5.553, -1.363, 3.668], [5.804, -1.732, 1.214], [4.699, -1.397, -0.955], [3.148, -0.606, -1.104], [1.573, 0.100, -1.944], [0.638, 0.940, -2.772], [1.519, 1.247, -4.345], [0.967, 0.295, -5.414], [0.293, -0.864, -4.683], [-0.506, -0.207, -3.569], [2.558, 1.043, -4.088], [1.423, 2.299, -4.610], [1.760, -0.041, -6.082], [0.227, 0.817, -6.023], [1.036, -1.538, -4.253], [-0.348, -1.447, -5.345], [-0.886, -0.862, -2.786], [-1.335, 0.391, -3.955]],
  "atomic_forces_ev_per_a": [[-0.06, -0.03, 0.18], [0.10, 0.10, -0.01], [0.01, -0.13, 0.00], [0.00, 0.03, 0.03], [-0.02, 0.12, 0.00], [0.01, 0.15, 0.06], [-0.11, -0.13, -0.04], [-0.01, 0.06, -0.01], [-0.01, 0.01, 0.00], [0.05, 0.00, -0.01], [-0.04, 0.02, -0.02], [0.12, -0.01, -0.03], [0.05, -0.01, -0.01], [-0.05, 0.00, 0.02], [0.00, -0.04, 0.00], [-0.02, -0.02, -0.02], [-0.02, 0.01, -0.02], [0.00, 0.00, -0.01], [0.02, -0.04, 0.00], [-0.01, -0.02, 0.03], [0.01, -0.03, -0.04], [0.01, -0.02, 0.01], [0.04, 0.00, 0.00], [-0.01, -0.02, 0.00], [-0.01, 0.01, 0.01], [-0.01, 0.00, 0.01], [0.00, 0.00, 0.02], [-0.02, 0.02, 0.01], [-0.03, 0.01, 0.00], [0.04, -0.01, 0.02], [-0.02, 0.00, -0.02], [0.19, -0.09, -0.05], [-0.08, 0.05, 0.03], [-0.01, 0.00, -0.07], [-0.01, 0.01, 0.00], [0.01, 0.00, -0.01], [0.00, 0.00, 0.00], [0.00, 0.00, -0.01], [0.02, -0.01, -0.02], [0.00, 0.00, 0.01], [0.00, 0.00, 0.00], [0.00, 0.00, 0.00], [0.02, -0.10, 0.09], [-0.13, 0.19, -0.17], [-0.02, -0.05, -0.04], [0.02, 0.00, 0.01], [-0.03, 0.00, 0.00], [0.01, -0.02, 0.05], [0.00, 0.00, 0.01], [-0.01, 0.01, 0.04], [0.00, 0.00, 0.00], [0.00, 0.00, 0.00], [0.00, 0.00, 0.00], [0.00, -0.01, 0.01], [0.00, 0.00, -0.01], [0.01, 0.03, 0.01]],
  "lowdin_charge": [0.78, -0.20, 0.33, -0.18, -0.18, -0.16, -0.36, -0.05, -0.12, -0.13, -0.05, -0.22, -0.06, 0.03, 0.02, 0.01, 0.02, 0.02, 0.02, 0.02, 0.02, 0.02, 0.08, 0.09, 0.09, 0.11, -0.01, -0.05, -0.05, -0.01, -0.38, 0.12, -0.52, 0.02, 0.18, 0.09, 0.10, 0.10, 0.13, 0.10, 0.11, 0.06, -0.61, 0.94, -0.30, -0.23, -0.23, -0.31, 0.09, 0.09, 0.11, 0.11, 0.11, 0.12, 0.09, 0.11],
  "de_lowest_kcal_mol": 8.42,
  "multiplicity": 1,
  "charge": 0,
  "gap_ev": 5.8869,
  "homo_ev": -5.8
}

***

2.
{
  "formula": "C18H28FN5O7",
  "method": "ωB97M-V/def2-TZVPD",
  "symbols": ["C", "C", "C", "N", "C", "C", "C", "O", "C", "C", "F", "O", "C", "O", "N", "C", "O", "H", "H", "H", "H", "H", "H", "H", "H", "H", "H", "H", "H", "H", "C", "N", "C", "O", "C", "C", "C", "C", "N", "O", "N", "C", "C", "O", "H", "H", "H", "H", "H", "H", "H", "H", "H", "H", "H", "H", "H", "H", "H"],
  "coordinates": [[-1.587, 4.011, -3.483], [-0.857, 2.891, -2.783], [-0.033, 2.034, -3.481], [0.645, 1.001, -2.814], [1.552, 0.117, -3.538], [0.866, -0.723, -4.607], [1.970, -0.957, -5.619], [2.684, -2.152, -5.286], [2.883, 0.268, -5.466], [2.730, 1.258, -6.628], [1.435, 1.650, -6.785], [2.528, 0.902, -4.227], [0.498, 0.859, -1.440], [1.122, 0.015, -0.813], [-0.296, 1.697, -0.723], [-0.991, 2.692, -1.338], [-1.690, 3.414, -0.648], [-1.285, 4.977, -3.064], [-2.667, 3.898, -3.347], [-1.372, 4.017, -4.556], [0.109, 2.172, -4.551], [2.071, -0.554, -2.843], [0.465, -1.656, -4.198], [0.046, -0.172, -5.075], [1.565, -1.048, -6.634], [3.058, -2.103, -4.388], [3.929, -0.052, -5.429], [3.080, 0.792, -7.554], [3.355, 2.136, -6.438], [-0.432, 1.535, 0.273], [-3.721, -1.184, 4.784], [-2.851, -1.739, 5.825], [-1.512, -1.749, 5.890], [-0.975, -2.212, 6.889], [-0.612, -1.228, 4.747], [-0.406, 0.293, 4.913], [0.818, 0.849, 4.165], [0.702, 0.742, 2.649], [1.716, 0.256, 1.971], [-0.315, 1.058, 2.054], [-1.087, -1.530, 3.386], [-1.251, -2.729, 2.829], [-0.894, -3.984, 3.602], [-1.691, -2.830, 1.695], [-3.765, -1.859, 3.927], [-4.731, -1.057, 5.178], [-3.356, -0.210, 4.453], [-3.303, -2.134, 6.636], [0.358, -1.709, 4.885], [-1.303, 0.826, 4.594], [-0.259, 0.505, 5.973], [1.709, 0.319, 4.504], [0.940, 1.902, 4.420], [1.569, 0.122, 0.973], [2.563, -0.026, 2.424], [-1.292, -0.745, 2.779], [0.128, -3.914, 3.966], [-0.980, -4.842, 2.937], [-1.582, -4.109, 4.435]],
  "atomic_forces_ev_per_a": [[0.05, -0.17, 0.38], [1.45, -1.44, -1.64], [-1.12, 1.01, 1.48], [-0.32, 0.50, 0.04], [0.10, -0.15, -0.20], [-0.47, 0.29, -0.14], [0.24, -0.49, 0.72], [0.13, -0.17, -0.31], [-0.55, 0.60, -0.42], [1.42, -0.37, 0.59], [-0.87, 0.16, -0.01], [-0.15, -0.02, -0.20], [1.07, -0.70, 1.00], [0.54, -0.82, -0.31], [0.16, -0.10, -2.31], [-1.26, 1.67, 0.58], [-0.27, 0.26, -0.17], [-0.16, -0.12, -0.03], [0.15, 0.13, 0.04], [0.04, -0.10, 0.19], [0.24, -0.37, 0.26], [-0.39, 0.48, 0.33], [0.11, 0.15, -0.15], [0.03, 0.08, 0.12], [0.38, -0.29, 0.25], [-0.30, 0.17, -0.46], [-0.06, 0.01, -0.03], [-0.11, -0.06, 0.03], [-0.19, 0.05, 0.02], [0.15, -0.21, 0.38], [0.33, -0.21, -0.08], [-1.03, 0.50, -0.63], [0.77, -0.62, 0.51], [0.33, 0.20, -0.16], [-0.44, 0.23, -0.59], [0.15, -0.08, -0.17], [-0.18, -0.32, -0.14], [-0.27, 0.00, 0.81], [1.15, -0.41, -0.28], [-1.37, 0.60, -0.02], [0.32, 1.41, 1.31], [-0.24, -1.56, -0.88], [0.06, 0.36, -0.06], [-0.13, 0.14, -0.27], [-0.09, 0.17, -0.04], [0.19, -0.02, 0.08], [-0.10, -0.09, -0.01], [0.20, 0.02, 0.00], [-0.08, -0.15, 0.31], [-0.03, 0.03, -0.04], [-0.07, -0.10, 0.00], [0.10, 0.03, 0.04], [-0.01, 0.05, -0.05], [0.20, -0.07, -0.17], [0.15, -0.09, -0.02], [-0.08, -0.04, 0.00], [0.06, -0.09, 0.28], [-0.04, 0.20, 0.00], [0.08, -0.05, 0.25]],
  "lowdin_charge": [-0.04, -0.16, 0.04, 0.07, -0.26, -0.04, -0.30, -0.02, -0.23, -0.15, -0.02, -0.02, -0.42, 0.04, 0.23, -0.43, 0.08, 0.09, 0.09, 0.08, 0.13, 0.16, 0.14, 0.13, 0.16, 0.10, 0.16, 0.13, 0.13, 0.12, -0.05, 0.04, -0.49, 0.04, -0.20, -0.12, -0.08, -0.55, 0.21, 0.02, 0.11, -0.56, 0.02, 0.04, 0.08, 0.09, 0.08, 0.14, 0.15, 0.11, 0.13, 0.11, 0.13, 0.08, 0.11, 0.13, 0.08, 0.09, 0.08],
  "multiplicity": 1,
  "charge": 0,
  "gap_ev": 9.4742,
  "smiles": "Cc1cn([C@H]2C[C@H](O)[C@@H](CF)O2)c(=O)[nH]c1=O.CNC(=O)[C@H](CCC(N)=O)NC(C)=O",
  "homo_ev": -8.9
}

***

3.
{
  "formula": "C18H28GeN3OTc",
  "method": "ωB97M-V/def2-TZVPD",
  "symbols": ["Tc", "C", "C", "C", "C", "C", "C", "H", "H", "H", "H", "H", "H", "N", "C", "O", "C", "C", "H", "H", "H", "H", "H", "H", "C", "Ge", "C", "C", "C", "H", "H", "H", "H", "H", "H", "H", "H", "H", "H", "N", "C", "C", "C", "N", "C", "C", "H", "H", "H", "H", "H", "H"],
  "coordinates": [[0.088, -0.260, -0.207], [2.026, 0.575, 1.988], [3.228, 0.556, 1.288], [3.938, -0.629, 1.164], [3.454, -1.793, 1.750], [2.256, -1.777, 2.446], [1.534, -0.595, 2.559], [1.505, 1.512, 2.136], [3.614, 1.471, 0.856], [4.881, -0.643, 0.633], [4.023, -2.711, 1.673], [1.882, -2.682, 2.906], [0.619, -0.575, 3.140], [1.831, -3.934, -1.067], [1.427, -2.665, -1.028], [0.706, -2.274, -0.087], [1.833, -1.730, -2.126], [1.519, -0.279, -1.728], [1.518, -4.573, -0.354], [2.402, -4.279, -1.817], [1.270, -2.027, -3.015], [2.888, -1.890, -2.364], [1.156, 0.260, -2.608], [2.434, 0.218, -1.391], [-3.491, -0.356, 1.143], [-3.007, -1.282, -0.535], [-4.439, -1.101, -1.863], [-2.631, -3.174, -0.143], [-1.364, -0.436, -1.264], [-4.459, -0.709, 1.499], [-3.559, 0.722, 0.995], [-2.762, -0.557, 1.932], [-5.351, -1.573, -1.496], [-4.161, -1.581, -2.800], [-4.656, -0.053, -2.066], [-3.443, -3.606, 0.442], [-1.705, -3.279, 0.422], [-2.536, -3.749, -1.064], [-1.407, -0.108, -2.312], [-0.393, 6.011, 0.405], [-0.288, 4.674, 0.259], [0.535, 4.098, -0.722], [0.622, 2.733, -0.822], [-0.044, 1.885, -0.019], [-0.836, 2.435, 0.918], [-0.985, 3.786, 1.095], [0.041, 6.633, -0.253], [-1.049, 6.407, 1.053], [1.099, 4.721, -1.403], [1.254, 2.281, -1.573], [-1.379, 1.745, 1.554], [-1.640, 4.157, 1.872]],
  "atomic_forces_ev_per_a": [[-0.17, 0.14, -0.41], [-0.01, 0.04, 0.07], [0.02, -0.01, -0.07], [0.00, 0.02, 0.01], [0.00, -0.03, 0.01], [-0.01, -0.06, 0.00], [-0.04, 0.02, 0.04], [-0.01, -0.01, -0.01], [0.01, 0.00, 0.00], [0.00, 0.01, -0.01], [0.00, 0.00, 0.00], [0.00, 0.00, 0.00], [-0.02, 0.01, 0.00], [-0.06, 0.03, 0.10], [0.22, -0.13, -0.21], [0.00, -0.02, 0.15], [0.00, 0.05, 0.12], [-0.16, -0.02, -0.13], [0.01, 0.00, -0.01], [0.00, 0.01, -0.01], [-0.06, 0.00, 0.02], [0.02, -0.05, -0.02], [0.09, 0.04, 0.09], [-0.04, 0.03, 0.05], [0.08, -0.11, -0.17], [-0.11, -0.11, 0.27], [0.14, 0.03, 0.09], [-0.04, 0.17, -0.07], [0.06, 0.02, -0.03], [-0.01, -0.02, -0.02], [-0.01, 0.00, -0.04], [0.04, -0.01, -0.02], [0.01, -0.01, 0.03], [0.03, -0.02, 0.01], [0.02, 0.02, 0.02], [-0.03, 0.02, -0.01], [0.00, 0.06, 0.01], [0.00, 0.02, -0.03], [0.02, -0.02, 0.15], [-0.01, 0.02, -0.03], [0.02, -0.08, -0.01], [0.01, 0.06, 0.00], [-0.02, -0.03, 0.10], [0.01, -0.11, -0.03], [0.05, 0.05, -0.05], [-0.03, 0.01, 0.04], [0.00, 0.00, 0.01], [0.01, 0.00, 0.00], [0.01, 0.00, -0.01], [-0.01, 0.00, 0.00], [0.00, -0.02, -0.01], [-0.01, -0.01, 0.01]],
  "lowdin_charge": [1.20, -0.14, -0.10, -0.08, -0.08, -0.09, -0.12, 0.09, 0.11, 0.11, 0.11, 0.11, 0.11, 0.22, -0.50, -0.13, -0.17, -0.27, 0.13, 0.13, 0.13, 0.12, 0.05, 0.04, -0.23, 0.76, -0.22, -0.22, -0.37, 0.02, 0.01, 0.01, 0.02, 0.02, 0.02, 0.02, 0.00, 0.02, 0.01, 0.15, -0.30, 0.01, -0.11, -0.12, -0.14, 0.00, 0.11, 0.11, 0.12, 0.10, 0.10, 0.12],
  "de_lowest_kcal_mol": 13.38,
  "multiplicity": 2,
  "charge": 1,
  "gap_ev": [8.3028, 7.7816],
  "homo_ev": [-10.7, -10.4]
}

***

4.
{
  "formula": "C18H28MnNO5P2",
  "method": "ωB97M-V/def2-TZVPD",
  "symbols": ["Mn", "P", "C", "C", "N", "C", "C", "C", "C", "C", "P", "H", "H", "H", "H", "H", "H", "H", "H", "O", "H", "H", "O", "H", "C", "H", "H", "H", "C", "H", "H", "H", "C", "H", "H", "H", "C", "H", "H", "H", "O", "C", "C", "C", "C", "C", "C", "C", "O", "O", "H", "H", "H", "H", "H"],
  "coordinates": [[-0.068, -0.357, -0.124], [-2.314, 0.339, -0.516], [-2.135, 0.723, -2.247], [-0.883, 1.271, -2.667], [0.229, 1.058, -1.857], [1.438, 1.447, -2.284], [1.634, 2.171, -3.454], [0.521, 2.473, -4.249], [-0.731, 2.009, -3.873], [2.653, 1.076, -1.451], [2.326, -0.445, -0.442], [-1.620, 2.180, -4.491], [2.651, 2.447, -3.729], [0.668, 3.002, -5.182], [3.489, 0.849, -2.133], [2.913, 1.917, -0.772], [-2.080, -1.227, -3.694], [-2.983, 0.938, -2.900], [-0.863, -3.163, -2.710], [-1.907, -2.187, -3.807], [-2.366, -2.471, -4.623], [-0.328, -1.862, -0.850], [-0.579, -3.541, -1.830], [0.360, -3.331, -1.701], [2.791, -1.819, -1.524], [3.839, -1.692, -1.827], [2.666, -2.749, -0.945], [2.138, -1.874, -2.412], [3.513, -0.345, 0.905], [3.393, -1.260, 1.502], [4.525, -0.273, 0.486], [3.296, 0.519, 1.551], [-3.028, 1.765, 0.371], [-4.039, 1.982, -0.002], [-3.070, 1.498, 1.437], [-2.405, 2.665, 0.263], [-3.455, -1.049, -0.353], [-3.592, -1.172, 0.733], [-4.411, -0.824, -0.845], [-2.984, -1.947, -0.777], [-0.799, 3.659, 3.173], [-0.433, 2.859, 4.170], [-0.613, 3.352, 5.486], [-0.306, 2.563, 6.577], [0.164, 1.257, 6.404], [0.335, 0.767, 5.103], [0.114, 1.541, 3.961], [0.336, 1.122, 2.531], [0.652, -0.079, 2.273], [0.153, 2.011, 1.609], [-0.479, 3.127, 2.321], [-0.984, 4.376, 5.650], [-0.405, 2.946, 7.587], [0.380, 0.680, 7.309], [0.673, -0.263, 5.016]],
  "atomic_forces_ev_per_a": [[1.17, 1.33, -0.22], [0.52, -0.98, 0.63], [0.35, 1.43, -0.41], [0.50, 0.12, 0.05], [-0.49, -1.01, -0.11], [0.09, -0.28, 0.80], [-0.62, 0.15, -0.52], [0.44, -0.30, 0.22], [-0.34, -0.31, 0.24], [-0.34, -0.12, 0.09], [-0.91, 0.26, -0.14], [0.45, -0.03, 0.21], [-0.35, 0.04, -0.05], [-0.15, 0.08, 0.06], [-0.10, 0.36, 0.34], [-0.03, -0.51, -0.40], [0.10, -0.99, -0.27], [0.05, -0.27, 0.16], [0.35, -0.35, 0.98], [-0.43, 0.71, -0.49], [0.32, 0.27, 0.60], [0.08, 1.17, 0.45], [0.10, 0.62, -0.48], [-0.35, -0.43, -0.44], [0.26, -0.19, 0.06], [-0.25, -0.30, -0.05], [0.20, 0.26, -0.27], [0.28, 0.17, 0.33], [0.12, -0.26, 0.16], [0.24, 0.28, -0.08], [-0.14, -0.06, 0.28], [0.05, -0.30, -0.32], [-0.13, 0.20, -0.14], [0.25, -0.08, 0.17], [-0.06, 0.04, -0.31], [-0.11, -0.37, -0.04], [-0.25, 0.27, 0.00], [-0.16, -0.18, -0.37], [0.14, -0.26, 0.23], [-0.23, 0.25, 0.12], [0.89, -1.65, 1.39], [-0.49, 1.24, -1.27], [-0.21, 0.50, 1.54], [-0.09, 0.58, -0.18], [-0.32, 0.68, 0.40], [0.34, -0.52, -1.54], [-0.04, -0.10, 0.79], [0.17, -1.26, -1.36], [-0.91, 1.38, -0.22], [-0.11, -0.96, 1.04], [0.06, 0.04, -0.11], [0.17, -0.58, -0.35], [-0.11, 0.09, -0.17], [0.01, -0.08, -0.62], [0.03, 0.20, -0.37]],
  "lowdin_charge": [0.52, 0.81, -0.17, -0.31, 0.05, -0.30, 0.02, 0.00, 0.02, -0.23, 0.84, 0.13, 0.14, 0.13, 0.11, 0.12, 0.03, 0.10, 0.02, -0.06, 0.09, 0.09, -0.10, 0.00, -0.24, 0.06, 0.06, 0.06, -0.23, 0.07, 0.07, 0.06, -0.21, 0.07, 0.06, 0.06, -0.23, 0.06, 0.07, 0.05, 0.17, -0.18, 0.07, -0.01, 0.03, 0.05, -0.01, -0.53, -0.05, -0.04, 0.08, 0.15, 0.13, 0.14, 0.14],
  "multiplicity": 5,
  "charge": 2,
  "gap_ev": [7.3458, 5.7648],
  "homo_ev": [-14.3, -14.8]
}

***

no.,strongest force on any atom (eV/A)
1,0.3
2,2.6
3,0.5
4,2.3